w:
The following is a quantum chemistry calculation of the ion C2H7N2O with charge +1, from the OMol25 dataset.

For the frontier orbital gap, the calculation gives 10.600 eV. Its total charge is +1. The multiplicity is 1. Its structure (SMILES) is CN1O[C@@H]1[NH3+].

CARTESIAN COORDINATES (ANGSTROEM)
C -1.071 1.677 1.007
N -0.420 0.617 -0.312
O 0.486 -0.270 0.272
C -0.765 -0.722 -0.063
N -0.636 -1.569 -1.311
H -2.083 2.059 0.613
H -1.074 1.163 1.974
H -0.351 2.466 1.061
H -1.540 -1.202 0.527
H 0.408 -1.937 -1.315
H -0.812 -1.052 -2.136
H -1.415 -2.304 -1.214

---

x:
The following is a quantum chemistry calculation of a structure of composition C2H7N2O, from the OMol25 dataset.

For the frontier orbital gap (alpha / beta), the calculation gives 9.598 / 9.599 eV. Its total charge is +1. The multiplicity is 1.

CARTESIAN COORDINATES (ANGSTROEM)
C -0.476 0.941 -0.048
C 0.531 -1.358 0.050
N 0.406 -0.013 -0.155
N -1.799 0.819 0.045
O 1.865 1.028 0.087
H -0.271 1.998 -0.212
H 1.403 -1.871 -0.605
H 0.668 -1.734 1.073
H -0.247 -1.996 -0.350
H -2.302 1.757 0.164
H -2.267 -0.079 0.270
H 2.491 0.508 -0.319

---

Least stable structure: w